The molecule C2H5N3OS, computed with the ωB97M-V functional and the def2-TZVPD basis.

Values from the calculation:
Lowest unoccupied orbital energy (eV): 0.38
SMILES: [H]/N=C(/NN)SC=O
E_HOMO (eV): -9.44
Calculated total energy (a.u.): -716.84814
Energy above the lowest of the compared OMol25 structures with the same formula, charge and spin (kJ/mol): 243.04
Kohn-Sham gap (eV): 9.82

Cartesian coordinates (Å):
H1 -1.66018 0.52288 2.04659
N1 -0.81785 0.03861 1.76895
C1 -0.52079 0.02558 0.47556
N2 0.57004 -0.68375 0.02475
N3 1.40216 -1.33671 0.93221
S1 -1.57287 0.77672 -0.68893
C2 -0.47391 1.15882 -1.99252
O1 0.70021 0.92861 -2.11939
H2 1.19188 -0.21532 -0.73370
H3 1.35353 -0.77124 1.85076
H4 0.80098 -2.14989 1.19957
H5 -0.97321 1.70569 -2.76385

Atom charges from the natural (NBO) analysis, given in e for atoms 1 to 5: number 1, H, carries 0.36; number 2, N, carries -0.74; number 3, C, carries 0.24; number 4, N, carries -0.48; number 5, N, carries -0.63



The molecule C2H5N3S, computed with the ωB97M-V functional and the def2-TZVPD basis.

Values from the calculation:
Lowest unoccupied orbital energy (eV): 0.22
SMILES: [H]/N=C/N(N)C=S
E_HOMO (eV): -8.20
Calculated total energy (a.u.): -641.59856
Energy above the lowest of the compared OMol25 structures with the same formula, charge and spin (kJ/mol): 224.42
Kohn-Sham gap (eV): 8.43

Cartesian coordinates (Å):
H1 0.00806 2.93813 -0.09538
N1 0.48694 2.07718 0.04558
C1 -0.35163 1.14684 0.03125
N2 -0.08224 -0.21334 -0.01837
N3 -1.22952 -1.09534 0.06662
C2 1.15275 -0.78074 -0.02970
S1 2.64442 -0.13232 0.03532
H2 -1.45640 1.27234 -0.04488
H3 -1.05058 -1.70358 0.86756
H4 -1.18341 -1.66967 -0.77123
H5 1.06161 -1.83949 -0.08679

Atom charges from the natural (NBO) analysis, given in e for atoms 1 to 5: number 1, H, carries 0.35; number 2, N, carries -0.62; number 3, C, carries 0.27; number 4, N, carries -0.30; number 5, N, carries -0.62



The molecule C2H5N3S3, computed with the ωB97M-V functional and the def2-TZVPD basis.

Values from the calculation:
Lowest unoccupied orbital energy (eV): 0.49
SMILES: C=NS/C(=N/S)NS
E_HOMO (eV): -8.25
Calculated total energy (a.u.): -1437.93064
Energy above the lowest of the compared OMol25 structures with the same formula, charge and spin (kJ/mol): 296.66
Kohn-Sham gap (eV): 8.74

Cartesian coordinates (Å):
C1 3.19951 -0.88837 0.51149
N1 2.09167 -0.34928 0.39702
S1 0.95031 -1.22396 -0.53819
C2 -0.50089 -0.36704 -0.06066
N2 -1.55762 -1.12288 0.05366
S2 -2.94953 -0.18104 0.19943
N3 -0.48619 0.97543 0.16403
S3 0.69315 2.12050 -0.25981
H1 4.01928 -0.52166 1.23205
H2 3.53726 -1.85249 0.05172
H3 -3.94331 -1.26685 -0.21040
H4 -1.03582 1.20104 1.00452
H5 1.79308 2.00157 0.49135

Atom charges from the natural (NBO) analysis, given in e for atoms 1 to 5: number 1, C, carries -0.05; number 2, N, carries -0.57; number 3, S, carries 0.47; number 4, C, carries 0.22; number 5, N, carries -0.62



The ion C2H5N4 with charge +1, computed with the ωB97M-V functional and the def2-TZVPD basis.

Values from the calculation:
Lowest unoccupied orbital energy (eV): -5.66
SMILES: [NH+]#C/C(N)=N\N
Total charge: +1
E_HOMO (eV): -13.39
Calculated total energy (a.u.): -297.84228
Energy above the lowest of the compared OMol25 structures with the same formula, charge and spin (kJ/mol): 291.92
Kohn-Sham gap (eV): 7.73

Cartesian coordinates (Å):
N1 0.87148 -2.18261 -0.11408
C1 0.43948 -1.10726 -0.15974
C2 0.01648 0.19761 0.21524
N2 0.37097 0.01359 1.59458
N3 -0.64827 1.15536 -0.32939
N4 -1.09078 1.31047 -1.56660
H1 1.63728 -2.68718 0.29897
H2 -0.11219 0.70285 2.17886
H3 1.30268 -0.37212 1.87485
H4 -1.36117 2.28652 -1.78166
H5 -1.42597 0.68276 -2.21103

Atom charges from the natural (NBO) analysis, given in e for atoms 1 to 5: number 1, N, carries -0.45; number 2, C, carries 0.61; number 3, C, carries 0.15; number 4, N, carries -0.80; number 5, N, carries -0.10